# C20H18ClFN2O3S

C20H18ClFN2O3S in the gas phase (ωB97M-V with the def2-TZVPD basis set, the OMol25 dataset).

Results
- SMILES: NS(=O)(=O)c1ccc(NCc2cc(Cl)ccc2OCc2ccc(F)cc2)cc1
- Energy: -2066.4119 Ha
- HOMO: -8.23 eV
- Spin multiplicity: 1
- Relative energy (zero: lowest compared OMol25 entry of this formula, charge and spin): 11.92 kcal/mol

Last column: natural (NBO) charge in e.
Atoms and positions in Å:
C (1.03346, 3.23214, -0.87120)  -0.2904
C (-0.34516, 0.79846, 1.67638)  -0.2326
C (1.11434, 4.40041, -0.13241)  -0.2074
C (0.72515, 4.40202, 1.19417)  -0.0633
C (-0.93254, -3.43761, 2.19081)  -0.1645
H (-1.17133, 0.41421, 1.06294)  0.2049
C (0.48580, -1.53358, 1.76198)  0.2018
C (-1.73103, 2.97226, -4.90454)  0.4012
H (-1.88156, -3.86992, 2.46463)  0.2385
S (-0.11249, -6.03375, 1.97302)  2.3044
C (-1.41656, 1.77818, -2.87124)  -0.1799
H (-1.56978, -1.41541, 2.39735)  0.2096
H (1.17078, -7.00292, 3.56144)  0.4000
H (1.47820, 5.30477, -0.59294)  0.2309
C (-0.75356, -2.07035, 2.13902)  -0.2463
H (-0.05170, 3.25394, 2.82398)  0.2284
Cl (0.82477, 5.85710, 2.12106)  0.0069
C (0.40441, 2.04561, -4.41140)  -0.1875
C (-0.41449, 2.75547, -5.26981)  -0.2766
C (0.80913, 0.76592, -2.28476)  -0.0817
C (-0.08840, 1.55327, -3.20912)  -0.0881
O (0.45795, 0.86063, -0.92111)  -0.5123
C (0.11307, -4.28197, 1.87397)  -0.4022
C (1.34771, -3.77734, 1.50798)  -0.1534
O (-1.51122, -6.35206, 1.90278)  -0.9433
H (2.13638, -4.46783, 1.25636)  0.2380
F (-2.53232, 3.67043, -5.73292)  -0.3216
H (1.58794, 0.09607, 1.32638)  0.3903
C (0.25190, 3.24207, 1.78902)  -0.1965
H (-3.27830, 2.67889, -3.46201)  0.2331
H (1.85826, 1.05568, -2.43389)  0.1825
O (0.80116, -6.69722, 1.08625)  -0.9436
H (-0.04635, 3.14210, -6.20663)  0.2326
H (0.71598, -0.30346, -2.50706)  0.2162
H (2.49136, -2.00759, 1.15828)  0.2089
C (0.56405, 2.06197, -0.28787)  0.3694
C (0.16339, 2.07110, 1.05964)  -0.0918
C (1.53381, -2.41467, 1.44958)  -0.2577
H (-0.35159, -6.66229, 4.13176)  0.3990
H (1.43604, 1.87156, -4.68064)  0.2146
H (1.32949, 3.25245, -1.90719)  0.2287
N (0.40891, -6.34427, 3.55308)  -1.0750
H (-0.72299, 0.99944, 2.68570)  0.1994
C (-2.24657, 2.49358, -3.71422)  -0.2722
H (-1.80090, 1.39227, -1.93933)  0.2234
N (0.71420, -0.18946, 1.73995)  -0.5749

Forces on atoms 1 to 2 (eV/Å):
0.0350 -0.2552 -0.1362
-0.0712 -0.0840 0.0814